--- P ---
A 13-piece molecular cluster, H26O13 overall. Source: the Open Molecules 2025 dataset; level of theory: ωB97M-V/def2-TZVPD.

XYZ file:
```
39
Properties=species:S:1:pos:R:3
O 1.06 1.44 3.04
H 0.49 1.28 2.26
H 1.48 2.18 2.62
O 1.89 1.66 -0.67
H 1.05 1.41 -0.35
H 1.90 2.63 -0.85
O -0.62 -3.23 -0.15
H 0.18 -2.94 0.36
H -0.46 -2.92 -1.04
O 2.08 -2.26 -0.19
H 2.74 -2.77 0.38
H 2.37 -2.19 -1.05
O 0.51 -2.11 1.68
H -0.37 -2.53 2.03
H 1.04 -2.59 2.12
O -2.08 3.55 0.83
H -1.14 3.77 0.37
H -2.03 2.56 1.12
O -2.96 -0.65 -1.81
H -3.19 -0.19 -2.55
H -2.04 -0.97 -1.60
O -0.38 -1.71 -2.39
H -0.09 -2.55 -2.62
H 0.28 -0.97 -2.54
O 1.59 -0.04 -3.09
H 1.12 0.42 -3.81
H 1.49 0.61 -2.29
O -2.21 1.15 1.79
H -2.01 1.48 2.68
H -3.20 0.78 1.76
O -0.01 0.48 0.26
H 0.32 -0.30 0.38
H -0.86 0.54 0.67
O -2.84 2.07 -0.69
H -2.92 1.14 -0.85
H -2.31 2.28 0.25
O 3.43 -0.10 1.61
H 2.58 -0.41 1.34
H 4.14 0.00 0.98
```

orbital gap = 9.80 eV
HOMO level = -0.365 Ha
M = 234.20 g mol⁻¹

--- Q ---
H26O13 as an isolated structure. Source: the Open Molecules 2025 dataset; level of theory: ωB97M-V/def2-TZVPD.

XYZ file:
```
39
Properties=species:S:1:pos:R:3
O -10.62 -31.71 -43.66
H -10.46 -30.99 -44.33
H -11.23 -31.37 -43.00
O -12.79 -36.14 -44.05
H -12.70 -36.87 -44.56
H -12.06 -36.24 -43.32
O -12.74 -30.85 -41.94
H -12.42 -31.23 -41.03
H -13.43 -31.39 -42.47
O -10.66 -34.82 -43.92
H -11.18 -35.57 -43.90
H -11.29 -34.03 -43.94
O -11.63 -32.46 -40.09
H -10.72 -32.24 -39.79
H -11.77 -32.93 -39.34
O -14.68 -32.45 -43.68
H -13.81 -32.86 -44.08
H -14.88 -33.27 -43.03
O -12.62 -33.31 -38.34
H -13.23 -33.35 -39.02
H -12.45 -34.25 -38.15
O -7.99 -34.85 -42.73
H -8.92 -34.61 -42.89
H -7.41 -34.20 -43.15
O -9.88 -35.60 -39.93
H -9.11 -35.01 -39.91
H -10.42 -35.67 -39.04
O -12.36 -34.33 -41.93
H -11.58 -34.79 -41.97
H -12.13 -33.53 -41.58
O -10.96 -36.61 -41.89
H -10.66 -36.39 -41.08
H -11.67 -37.22 -41.77
O -15.07 -34.27 -42.61
H -15.69 -34.98 -42.86
H -14.20 -34.61 -42.59
O -14.95 -33.46 -39.97
H -14.46 -33.97 -40.46
H -15.27 -34.00 -39.18
```

orbital gap = 8.74 eV
HOMO level = -0.347 Ha
M = 234.20 g mol⁻¹

--- R ---
A 13-piece molecular cluster, H26O13 overall. Source: the Open Molecules 2025 dataset; level of theory: ωB97M-V/def2-TZVPD.

XYZ file:
```
39
Properties=species:S:1:pos:R:3
O -3.39 25.93 -2.98
H -2.94 25.29 -3.52
H -2.71 26.10 -2.33
O 0.39 23.58 -2.75
H 1.19 24.14 -2.72
H -0.03 23.71 -3.59
O 0.91 24.02 -5.76
H 0.44 23.20 -5.85
H 1.16 24.37 -6.62
O -1.61 22.86 -8.11
H -2.09 22.29 -7.53
H -1.56 23.69 -7.68
O 0.24 26.49 -4.48
H 0.40 25.70 -4.98
H -0.66 26.65 -4.65
O -3.55 22.26 -4.58
H -3.41 21.53 -5.28
H -4.15 21.93 -3.91
O -4.63 23.22 -1.81
H -3.67 23.33 -2.03
H -4.66 23.22 -0.84
O -1.47 25.31 -6.81
H -0.94 26.11 -6.80
H -2.15 25.55 -7.40
O -2.28 27.66 -4.96
H -2.73 28.41 -4.60
H -2.89 27.00 -4.66
O -1.73 24.17 -4.38
H -2.24 23.40 -4.59
H -1.58 24.57 -5.23
O -5.78 24.00 -4.21
H -5.09 23.56 -3.75
H -6.43 24.07 -3.57
O -1.89 23.77 -1.29
H -2.13 24.65 -1.01
H -1.09 23.87 -1.76
O -0.34 21.53 -5.28
H 0.43 21.04 -5.52
H -0.37 21.60 -4.35
```

orbital gap = 10.73 eV
HOMO level = -0.392 Ha
M = 234.20 g mol⁻¹

--- S ---
A 13-piece molecular cluster, H26O13 overall. Source: the Open Molecules 2025 dataset; level of theory: ωB97M-V/def2-TZVPD.

XYZ file:
```
39
Properties=species:S:1:pos:R:3
O 0.11 -1.81 2.40
H -0.25 -2.65 2.71
H 0.94 -1.71 2.88
O -3.42 0.02 1.32
H -2.57 0.34 1.68
H -4.10 0.54 1.77
O 0.89 3.09 0.78
H 1.21 2.18 0.89
H -0.03 2.99 0.48
O -1.03 1.27 2.48
H -1.50 2.11 2.62
H -0.24 1.34 3.04
O 0.09 -2.42 -2.39
H -0.59 -3.06 -2.14
H 0.84 -2.94 -2.71
O 2.84 0.97 0.91
H 3.73 1.32 0.81
H 2.83 0.18 0.35
O -0.19 -0.11 0.00
H 0.38 -0.86 -0.24
H -0.22 -0.12 0.97
O -2.45 -1.42 3.67
H -1.65 -0.95 3.40
H -2.97 -1.50 2.85
O 0.16 0.34 -2.92
H -0.02 -0.62 -2.85
H -0.39 0.72 -2.21
O -2.24 -2.72 -0.13
H -2.31 -2.05 -0.81
H -1.57 -2.36 0.47
O 3.12 1.72 -2.34
H 3.36 2.09 -3.20
H 2.25 2.10 -2.15
O 3.52 -0.93 -3.50
H 3.47 -0.68 -4.42
H 3.15 -0.18 -3.01
O -1.55 2.28 -0.55
H -1.12 1.43 -0.31
H -2.48 2.04 -0.61
```

orbital gap = 10.34 eV
HOMO level = -0.387 Ha
M = 234.20 g mol⁻¹

Which of them is least stable? Easy: P.

--- P ---
A 13-piece molecular cluster, H26O13 overall. Source: the Open Molecules 2025 dataset; level of theory: ωB97M-V/def2-TZVPD.

XYZ file:
```
39
Properties=species:S:1:pos:R:3
O -2.66 0.76 -0.32
H -2.86 -0.19 -0.34
H -3.23 1.15 -0.99
O 0.99 -0.57 2.62
H 0.08 -0.83 2.78
H 1.44 -0.72 3.46
O -1.18 1.99 2.62
H -1.83 2.63 2.92
H -0.90 2.32 1.75
O 0.20 2.98 0.12
H 1.15 2.92 0.03
H -0.14 2.88 -0.79
O -0.98 -0.24 -3.03
H -1.76 -0.15 -3.60
H -0.78 -1.18 -3.05
O 1.30 -3.92 0.92
H 0.86 -4.41 1.63
H 0.62 -3.28 0.60
O -0.11 2.32 -2.64
H -0.60 1.49 -2.77
H -0.54 2.96 -3.21
O -0.50 -2.76 -0.79
H -0.43 -3.01 -1.72
H -0.24 -1.79 -0.76
O 3.12 -0.49 0.76
H 2.47 -0.27 1.45
H 3.27 -1.44 0.86
O 2.36 0.28 -2.13
H 1.41 0.34 -2.30
H 2.43 -0.03 -1.21
O -3.25 -1.94 -0.48
H -3.90 -2.62 -0.30
H -2.38 -2.40 -0.45
O 0.07 -0.27 0.07
H -0.77 0.20 -0.12
H 0.27 -0.04 0.99
O 2.21 2.78 2.64
H 1.65 2.08 2.29
H 3.11 2.47 2.50
```

orbital gap = 10.01 eV
HOMO level = -0.377 Ha
M = 234.20 g mol⁻¹

--- Q ---
A 13-piece molecular cluster, H26O13 overall. Source: the Open Molecules 2025 dataset; level of theory: ωB97M-V/def2-TZVPD.

XYZ file:
```
39
Properties=species:S:1:pos:R:3
H -0.86 -0.06 0.69
H -0.35 -0.21 -0.67
H -1.44 -0.80 -2.43
H -2.59 -0.94 -3.50
H 0.77 -1.51 2.05
H 0.18 -2.86 1.91
H -1.69 -2.30 3.14
H -1.97 -0.99 3.64
H 0.64 -4.22 -1.05
H 2.11 -3.94 -1.35
H -1.68 2.07 1.21
H -2.14 3.45 1.99
H -3.69 1.65 2.52
H -4.59 0.93 1.39
H -0.36 4.82 0.57
H 0.45 3.61 1.27
H 2.95 1.27 2.43
H 2.72 2.68 3.15
H -1.09 0.87 -1.78
H -1.45 2.36 -1.75
H 1.50 -1.13 -4.00
H 1.35 -2.44 -3.39
H 2.58 -0.55 -0.83
H 2.19 -1.29 0.41
H 3.32 -0.01 -2.69
H 3.57 -0.43 -4.02
O -0.19 0.26 0.16
O -2.16 -1.28 -2.65
O -0.11 -1.95 1.93
O -1.42 -1.70 3.84
O 1.44 -4.07 -0.66
O -1.94 2.45 2.05
O -4.46 1.02 2.35
O -0.25 3.85 0.56
O 3.10 2.20 2.33
O -1.32 1.57 -1.20
O 1.98 -1.94 -3.96
O 1.97 -0.50 -0.10
O 2.92 0.04 -3.59
```

orbital gap = 9.39 eV
HOMO level = -0.353 Ha
M = 234.19 g mol⁻¹

--- R ---
A 13-piece molecular cluster, H26O13 overall. Source: the Open Molecules 2025 dataset; level of theory: ωB97M-V/def2-TZVPD.

XYZ file:
```
39
Properties=species:S:1:pos:R:3
O -0.44 0.10 -0.29
H 0.52 -0.07 -0.23
H -0.67 -0.12 -1.17
O 1.13 2.47 -0.83
H 0.36 1.85 -0.80
H 0.75 3.33 -0.65
O -0.70 -0.12 -3.27
H -1.43 -0.38 -3.85
H -0.86 0.84 -3.05
O -1.87 0.81 2.78
H -0.94 0.74 2.48
H -2.40 0.71 2.00
O -2.96 -1.66 -2.19
H -3.71 -2.15 -1.84
H -2.28 -2.12 -1.65
O 0.40 -2.24 1.77
H 0.33 -1.31 1.99
H 0.67 -2.68 2.53
O 0.82 0.43 2.68
H 1.18 0.01 3.44
H 1.47 1.07 2.34
O -0.91 -2.65 -0.77
H -0.45 -2.15 -0.07
H -1.18 -3.44 -0.35
O 2.09 -0.71 -0.35
H 2.58 -1.48 -0.64
H 2.59 -0.04 -0.85
O 2.56 1.91 1.51
H 2.14 2.02 0.63
H 3.46 1.73 1.25
O -3.19 -0.15 0.63
H -2.41 0.12 0.12
H -3.93 0.39 0.25
O -1.22 2.45 -2.72
H -1.67 2.58 -1.87
H -1.17 3.36 -2.98
O 3.77 -1.05 1.71
H 4.49 -1.49 1.23
H 3.09 -0.88 1.07
```

orbital gap = 9.41 eV
HOMO level = -0.353 Ha
M = 234.20 g mol⁻¹

--- S ---
A 13-piece molecular cluster, H26O13 overall. Source: the Open Molecules 2025 dataset; level of theory: ωB97M-V/def2-TZVPD.

XYZ file:
```
39
Properties=species:S:1:pos:R:3
O 1.33 -0.40 2.36
H 1.52 -1.34 2.38
H 0.42 -0.32 2.70
O 0.93 -2.88 1.62
H 1.16 -3.79 1.40
H -0.02 -2.82 1.47
O -1.37 0.78 2.60
H -0.88 1.32 3.23
H -1.36 1.33 1.80
O -0.89 2.97 0.93
H -0.47 3.13 0.07
H -1.31 3.80 1.16
O 0.25 -2.83 -2.10
H -0.03 -2.17 -1.46
H -0.01 -2.49 -2.96
O -0.30 -0.51 -0.23
H 0.04 -0.88 0.59
H -0.31 0.44 -0.07
O -0.46 3.80 -1.79
H -0.31 4.42 -2.50
H -0.47 2.93 -2.20
O 2.46 -0.09 -1.57
H 2.25 0.55 -0.88
H 1.76 0.01 -2.22
O -1.81 -2.59 1.28
H -2.49 -3.26 1.30
H -2.11 -1.92 0.65
O 2.15 1.68 0.60
H 1.70 1.12 1.26
H 2.57 2.38 1.09
O -3.04 0.82 -0.34
H -2.23 0.61 -0.82
H -3.42 -0.02 -0.10
O -1.21 1.11 -2.78
H -1.12 0.16 -2.93
H -1.81 1.41 -3.47
O 3.26 -2.42 -0.09
H 3.06 -1.62 -0.59
H 2.59 -2.41 0.60
```

orbital gap = 9.55 eV
HOMO level = -0.360 Ha
M = 234.20 g mol⁻¹

Which of them is least stable? Easy: Q.

--- P ---
A 13-piece molecular cluster, H26O13 overall. Source: the Open Molecules 2025 dataset; level of theory: ωB97M-V/def2-TZVPD.

XYZ file:
```
39
Properties=species:S:1:pos:R:3
O 1.10 -2.52 -1.32
H 1.02 -2.29 -0.39
H 1.63 -3.32 -1.32
O 0.88 1.12 2.18
H 1.62 0.51 2.28
H 1.24 1.97 2.42
O 0.05 -0.09 -0.15
H 0.25 0.20 0.74
H 0.25 0.68 -0.69
O 3.17 -0.58 -1.47
H 3.68 -1.39 -1.43
H 2.26 -0.86 -1.60
O -0.12 1.64 -3.59
H -0.44 0.74 -3.63
H -0.49 1.99 -2.78
O 1.52 3.67 -0.07
H 2.00 3.06 -0.63
H 1.98 4.50 -0.17
O -1.85 -1.42 2.59
H -1.93 -0.47 2.63
H -2.56 -1.74 3.16
O 2.17 -1.08 3.17
H 2.25 -0.92 4.11
H 1.27 -1.38 3.05
O -1.94 1.33 2.93
H -1.06 1.35 2.56
H -2.21 2.24 2.98
O -3.01 -0.63 -0.80
H -2.32 -0.24 -0.26
H -3.28 0.07 -1.39
O -0.06 -1.35 -3.47
H -0.15 -2.11 -4.05
H 0.21 -1.73 -2.63
O -1.56 -3.29 0.21
H -1.29 -3.74 -0.59
H -1.55 -2.36 -0.02
O -0.95 2.56 -1.14
H -1.64 2.90 -0.57
H -0.14 2.98 -0.83
```

orbital gap = 9.99 eV
HOMO level = -0.373 Ha
M = 234.20 g mol⁻¹

--- Q ---
A 13-piece molecular cluster, H26O13 overall. Source: the Open Molecules 2025 dataset; level of theory: ωB97M-V/def2-TZVPD.

XYZ file:
```
39
Properties=species:S:1:pos:R:3
H -0.05 -0.05 0.28
H 1.20 -0.85 0.59
H 1.60 1.15 -2.99
H 2.27 1.15 -4.35
H 0.34 -0.76 -2.88
H 0.94 -2.14 -3.13
H 1.51 1.32 0.50
H 2.34 0.41 -0.39
H -2.83 -1.31 -0.27
H -2.11 -0.49 -1.32
H -0.69 3.47 1.68
H -2.16 3.58 2.04
H 5.00 -0.91 1.41
H 4.46 -1.04 -0.01
H 0.09 -3.22 -1.26
H -1.21 -2.45 -1.38
H -3.00 1.72 -3.51
H -2.05 2.57 -2.69
H 0.09 0.35 3.23
H 1.31 1.25 3.16
H -2.64 1.95 0.45
H -1.27 1.63 -0.14
H 2.05 -2.01 2.92
H 2.67 -2.55 1.65
H -2.81 0.21 1.76
H -1.76 0.48 2.83
O 0.25 -0.82 0.77
O 1.94 0.56 -3.67
O 0.78 -1.29 -3.56
O 1.48 0.83 -0.33
O -2.95 -0.56 -0.86
O -1.39 3.02 2.16
O 4.17 -0.95 0.91
O -0.82 -3.23 -0.96
O -2.60 1.78 -2.64
O 1.01 0.36 2.94
O -1.72 1.79 0.70
O 2.01 -2.76 2.31
O -2.58 0.84 2.46
```

orbital gap = 8.29 eV
HOMO level = -0.314 Ha
M = 234.19 g mol⁻¹

Which of them is least stable? Easy: Q.